No. 1
Molecular formula: C16H34CoP2
Method: DFT, wB97M-V/def2-TZVPD

```
53
Properties=species:S:1:pos:R:3:forces:R:3:mulliken_spin:R:1
P -0.38813 1.78011 1.02666 -0.0953 -0.6166 1.3440 -0.001
P -1.61989 -0.06599 -1.88498 0.1671 4.8704 -0.3307 0.000
C -1.59892 2.34262 -0.26784 0.4255 1.5337 0.4090 0.001
C -2.42984 1.20130 -0.83790 -0.6232 0.2254 0.1644 0.000
H -1.01801 2.91688 -1.00808 -0.5699 -0.3490 -0.0773 0.000
H -2.20579 3.10906 0.23340 -0.5841 -0.3892 -0.4110 0.000
H -2.97998 0.71188 -0.03039 0.0351 -0.0199 -0.0277 0.000
H -3.14523 1.68158 -1.49903 -0.5691 -0.2319 -0.2090 0.000
C -1.59242 0.80640 -3.48023 -0.7858 -0.4436 -0.1500 0.000
H -1.17401 0.12526 -4.22705 -0.1039 0.2421 -0.1499 0.000
H -0.98308 1.71776 -3.42222 -0.1543 -0.3447 0.1704 0.000
H -2.63821 1.05882 -3.70865 0.3836 0.0289 -0.3682 0.000
C -2.82160 -1.40686 -2.11484 0.5197 -0.6964 0.1497 -0.001
H -3.62685 -1.03700 -2.75572 0.2795 0.2495 0.0195 0.000
H -3.26556 -1.73666 -1.17405 0.2574 0.0893 -0.0503 0.000
H -2.35387 -2.25727 -2.61300 -0.0658 -0.0387 0.0322 0.000
C 0.68629 3.23363 1.50357 0.3065 1.3943 -1.0866 0.000
H 1.34915 2.96291 2.33549 -0.2594 -0.2138 -0.3247 0.000
H 0.12055 4.11438 1.83615 0.0598 -0.1421 -0.2468 0.000
H 1.30010 3.54050 0.65261 0.2568 0.2281 0.1074 0.000
C -1.59610 2.33184 2.46029 -0.2068 0.1453 0.5319 0.000
H -2.61025 1.91285 2.33121 0.3031 -0.0076 -0.0269 0.000
H -1.72348 3.42452 2.50323 0.0898 -0.2117 -0.0127 0.000
H -1.24021 2.00716 3.45753 -0.0814 0.1237 -0.3666 0.000
Co 1.40506 -4.32661 0.31948 2.2329 1.2120 0.4310 2.598
C 0.16675 0.11981 -1.46312 -0.0348 -3.0232 0.3772 0.006
C 0.73436 1.28495 -0.69334 -1.9307 1.2876 0.9247 0.001
C 2.06541 0.99639 -0.14347 1.4068 -0.8035 1.3153 0.001
C 1.90288 0.15491 1.21997 0.4805 0.1593 -0.1369 -0.005
C 0.59564 0.43441 1.93762 0.9000 2.1754 0.6699 0.003
C -0.82994 0.08406 1.53067 0.1368 -1.7220 -1.7350 -0.011
C -0.80784 -1.13092 0.64582 0.2478 -0.7009 -0.0767 0.037
C 0.16352 -1.16652 -0.58669 0.7821 -0.8755 0.3513 -0.037
C 2.49828 -3.71222 2.03366 -0.5332 -0.5173 0.1751 0.229
H 0.73894 -0.06881 -2.39511 -0.3243 -0.1706 0.1876 0.001
H 0.60125 2.24555 -1.22049 0.7218 -0.6133 -0.0705 0.000
H 2.64344 1.92040 0.09715 -0.7045 -0.5242 -0.2121 0.000
H 2.73537 0.42256 -0.78440 0.1230 -0.1754 -0.3830 0.000
H 2.08374 -0.91380 1.04608 0.1979 0.2692 0.0021 0.019
H 2.74867 0.45994 1.86184 -0.4537 -0.0586 0.0208 0.000
H 0.74969 0.73545 2.96306 -0.0949 -0.3403 0.3747 0.001
H -1.54661 -0.01328 2.36037 0.4217 -0.1630 -0.3979 0.000
H -1.82915 -1.37537 0.36128 -0.3293 -0.1581 -0.3895 0.011
H -0.51058 -1.96786 1.28292 0.1458 -0.4815 0.0044 -0.008
H 1.18467 -1.41687 -0.29903 -0.3434 0.2049 0.1681 0.034
H -0.07194 -2.05772 -1.19950 -0.3379 0.2343 -0.0833 -0.064
H 2.52741 -4.53692 2.78369 -0.0175 0.6158 -0.3696 0.013
H 1.99809 -2.82351 2.46321 0.2731 -0.4176 -0.0997 -0.024
H 3.54267 -3.45377 1.74400 -0.8755 -0.2313 -0.0103 -0.003
C 2.81487 -3.66761 -1.09273 -0.3001 -0.4324 -0.1120 0.207
H 2.83863 -4.39342 -1.91251 0.0804 0.0794 -0.1064 0.021
H 3.83979 -3.62353 -0.66014 -0.8542 -0.1041 -0.0253 -0.002
H 2.57227 -2.68536 -1.51646 -0.0013 -0.1507 0.1157 -0.027
```
Positions in Å, forces in eV/Å.

energy above the lowest of the compared OMol25 structures with the same formula, charge and spin = 100.0 kcal/mol
HOMO level (alpha / beta) = -5.31 / -5.31 eV
multiplicity = 4
HOMO-LUMO gap (alpha / beta) = 4.7 / 4.5 eV
net charge = 0
DFT total energy = -2695.10706 hartree



No. 2
Molecular formula: C16H34F3P
Method: DFT, wB97M-V/def2-TZVPD

```
54
Properties=species:S:1:pos:R:3:forces:R:3:lowdin_charge:R:1
F -2.26979 2.37356 0.98895 1.3149 0.4071 -0.3216 0.123
C -2.43589 1.87768 -0.22532 0.3307 -0.4677 0.0675 -0.334
F -2.78000 2.84917 -1.05715 -1.5548 -0.2776 0.2682 0.134
C -2.24315 0.56060 -0.54160 -0.2494 0.1134 0.6993 -0.212
F -3.35528 -0.16684 -0.88026 0.2586 0.5216 -1.7532 0.035
C -0.95115 -0.19672 -0.60622 -0.2832 -0.0987 1.0872 -0.217
C 0.15463 0.54603 -1.35408 0.7909 -0.1117 -0.1946 -0.470
P 0.73022 2.05292 -0.44730 -0.9448 0.0702 1.2181 0.837
H -0.60910 -0.46820 0.39953 0.1808 -0.0738 -0.1019 0.115
H -1.16497 -1.13955 -1.11521 -0.1717 0.0335 0.0447 0.108
H 1.01103 -0.12935 -1.43693 -0.0133 0.0160 -0.0225 0.069
H -0.11455 0.80796 -2.37632 -0.2471 -0.0842 0.0404 0.076
H 0.45555 3.10247 -1.34166 0.5447 -0.1100 -0.3190 -0.099
H 2.13166 1.95989 -0.39195 0.0389 0.0540 -0.6838 -0.131
C -6.99987 -5.26960 0.41753 -0.0192 0.0944 -0.0614 -0.113
C -6.49046 -5.10779 -1.01169 -0.0364 -0.1023 0.0584 -0.271
C -5.16051 -5.81559 -1.26656 0.0151 0.0219 -0.0430 -0.231
C -3.98774 -5.30249 -0.42914 -0.0178 -0.0059 0.0422 -0.230
C -3.69183 -3.81136 -0.58371 0.0936 -0.0470 -0.0563 -0.268
C -3.29536 -3.41371 -2.00198 -0.0094 0.0519 0.0644 -0.109
H -6.31096 -4.83495 1.14326 0.0038 -0.0185 0.0120 0.064
H -7.96221 -4.77167 0.54318 -0.0083 -0.0196 0.0245 0.068
H -7.13383 -6.32457 0.66561 0.0294 -0.0021 0.0217 0.074
H -6.40593 -4.04472 -1.25252 0.0195 -0.0034 -0.0179 0.098
H -7.23578 -5.51750 -1.69839 0.0014 0.0339 -0.0246 0.103
H -4.91477 -5.73426 -2.32899 0.0180 0.0015 0.0050 0.100
H -5.28466 -6.88517 -1.06946 -0.0175 0.0005 0.0015 0.108
H -3.09321 -5.87201 -0.70122 0.0098 0.0130 -0.0018 0.109
H -4.16985 -5.51963 0.62701 -0.0129 -0.0099 -0.0049 0.100
H -2.87534 -3.55089 0.09581 -0.0298 0.0284 0.0290 0.103
H -4.55333 -3.21901 -0.26501 0.0005 -0.0016 0.0164 0.099
H -2.40741 -3.96222 -2.32604 -0.0299 -0.0381 -0.0244 0.077
H -3.07075 -2.34861 -2.04886 -0.0151 0.0025 -0.0541 0.042
H -4.09550 -3.61062 -2.71688 0.0127 -0.0152 -0.0136 0.069
C 4.01295 4.75063 -0.44791 0.1520 0.0370 -0.0389 -0.107
C 5.23592 3.86629 -0.22217 -0.1285 -0.0481 -0.0149 -0.266
C 5.12391 2.98119 1.01866 0.0610 -0.0072 0.0039 -0.230
C 5.00389 3.73875 2.34207 -0.0441 0.0274 -0.0141 -0.229
C 6.14998 4.70568 2.63540 0.0295 -0.0846 0.0777 -0.271
C 7.50717 4.01928 2.75883 -0.0120 0.1069 -0.0432 -0.112
H 3.86018 5.44752 0.37718 -0.0299 -0.0088 0.0045 0.068
H 4.12913 5.34006 -1.35838 -0.0491 0.0096 -0.0020 0.071
H 3.11221 4.14335 -0.55452 -0.0273 0.0364 0.0299 0.036
H 6.13283 4.48855 -0.16448 0.0155 -0.0198 0.0163 0.098
H 5.36861 3.22097 -1.09479 0.0398 0.0117 -0.0049 0.104
H 5.98922 2.31365 1.05562 -0.0030 -0.0019 0.0186 0.101
H 4.24913 2.33086 0.91343 -0.0028 0.0031 -0.0125 0.091
H 4.93997 3.00786 3.15428 0.0105 0.0072 0.0103 0.109
H 4.06037 4.29095 2.36305 -0.0065 -0.0115 -0.0117 0.101
H 5.93132 5.22327 3.57289 -0.0085 0.0368 -0.0198 0.104
H 6.19836 5.47921 1.86425 -0.0205 0.0020 -0.0037 0.098
H 7.49355 3.27149 3.55438 0.0010 -0.0283 -0.0215 0.074
H 8.28679 4.74477 2.99477 0.0186 -0.0236 0.0157 0.068
H 7.79457 3.52242 1.83100 0.0017 -0.0210 0.0084 0.064
```
Positions in Å, forces in eV/Å.

HOMO level = -8.27 eV
SMILES string = FC(F)=C(F)CCP.CCCCCC.CCCCCC
HOMO-LUMO gap = 8.0 eV
net charge = 0
DFT total energy = -1270.83268 hartree



No. 3
Molecular formula: C16H34IO14PS
Method: DFT, wB97M-V/def2-TZVPD

```
67
Properties=species:S:1:pos:R:3:forces:R:3:lowdin_charge:R:1
O 1.50618 -6.09328 -4.32952 -0.8072 -1.2593 0.8574 -0.405
S 1.63872 -4.86921 -5.02491 1.1396 0.9242 -1.8699 0.725
O 2.49595 -3.88073 -4.01213 0.0285 -0.2975 -0.4644 -0.966
I 4.40649 -4.54331 -4.17492 -0.3875 0.4128 0.2373 0.976
O 0.16679 -4.08294 -5.13189 0.2467 -0.1611 0.9108 -0.388
P -0.81839 -4.15577 -3.84753 -0.0778 0.3935 -0.0002 0.223
O -0.18915 -3.88294 -2.59940 1.4761 0.2379 1.8241 -0.191
O -1.90000 -3.06081 -4.18002 -1.1562 -0.3573 -0.8716 -0.070
O -1.52237 -5.55745 -3.86985 -1.0151 -0.1407 -0.8259 -0.061
H -2.75802 -3.47954 -4.37121 0.1249 0.6450 -0.0506 0.083
H -2.29936 -5.53806 -4.45590 0.2891 -0.6457 0.1024 0.103
O -5.39229 -4.01786 -6.57816 0.1782 -0.1620 0.0958 0.105
C -5.77653 -3.23617 -5.75419 -0.3493 0.3089 -0.1142 -0.536
O -5.84307 -3.62774 -4.46321 0.4089 -0.1886 0.0771 -0.016
C -6.07735 -2.72403 -3.37323 -0.2010 0.1676 0.1285 -0.237
C -7.55502 -2.50578 -3.13084 -0.0771 -0.0465 -0.1406 -0.061
C -6.25758 -1.85382 -6.13187 0.3733 0.1740 0.0871 0.015
H -5.54131 -1.78688 -3.52654 -0.0165 0.0132 -0.0725 0.113
H -5.62782 -3.20108 -2.50427 0.0416 -0.1104 -0.0685 0.123
H -8.03794 -2.03432 -3.98649 0.0277 0.0786 0.0172 0.069
H -7.70744 -1.87292 -2.25690 0.0208 0.0006 0.0094 0.085
H -8.05260 -3.46028 -2.96257 0.0294 -0.0176 0.0627 0.086
H -7.31920 -1.90046 -6.36933 -0.0226 0.0017 0.0326 0.097
H -5.71145 -1.53780 -7.01614 -0.0875 -0.1330 -0.1202 0.091
H -6.08687 -1.10145 -5.36583 -0.1743 -0.0457 0.0779 0.073
O 3.18755 1.03164 0.55820 0.0879 -0.0174 -0.0015 0.086
C 2.51279 0.76591 -0.40068 0.1410 0.0179 -0.3273 -0.536
O 1.95223 -0.45023 -0.48274 -0.1013 -0.0532 0.2849 0.009
C 0.96570 -0.80163 -1.46423 -0.1781 -0.0759 -0.2592 -0.217
C 1.59461 -1.27386 -2.75438 0.3088 0.3213 0.0301 -0.071
C 2.34825 1.73660 -1.54858 -0.3518 0.1863 0.1610 0.015
H 0.26891 0.02332 -1.61939 0.0567 0.0696 0.0166 0.115
H 0.39294 -1.61423 -1.02278 0.0976 -0.0320 0.0929 0.119
H 2.18454 -0.48540 -3.22726 -0.0828 0.0654 -0.0112 0.075
H 0.82886 -1.59963 -3.45469 -0.0103 -0.0265 0.0350 0.064
H 2.26561 -2.10577 -2.56125 -0.1284 -0.0623 0.0509 0.062
H 3.15954 1.58445 -2.25881 -0.0088 -0.0362 -0.0264 0.093
H 2.41302 2.74520 -1.14931 0.1725 -0.0169 0.0468 0.088
H 1.39393 1.65493 -2.06222 0.0705 -0.1308 -0.1111 0.071
O -0.89728 2.31613 2.70197 -0.1423 0.0072 -0.0063 0.094
C -0.23260 1.54123 3.33600 0.4155 0.1182 0.1043 -0.519
O -0.79419 0.92555 4.39658 -0.3763 -0.0985 -0.1174 -0.005
C -0.17568 -0.16096 5.09139 0.2217 -0.0511 0.1577 -0.239
C 0.77894 0.33572 6.15395 0.0867 0.1350 -0.0169 -0.064
C 1.22884 1.30959 3.03229 -0.2466 -0.3141 -0.0979 0.026
H 0.30856 -0.84515 4.39342 0.0310 0.0623 -0.0686 0.112
H -0.99520 -0.71354 5.54891 -0.0993 0.0951 -0.0481 0.119
H 1.60148 0.90016 5.71694 0.0509 -0.0333 0.0356 0.060
H 1.19470 -0.49674 6.72300 -0.0229 -0.0268 -0.0195 0.081
H 0.26239 1.00461 6.84161 -0.0318 -0.0300 0.0284 0.084
H 1.82711 2.04122 3.57613 0.0107 -0.0304 0.0535 0.091
H 1.38204 1.44978 1.97122 0.0040 0.1893 -0.0175 0.059
H 1.57667 0.30747 3.26902 0.0697 0.0542 0.1493 0.081
O 2.75596 3.41736 6.63712 -0.0670 -0.1315 0.0260 0.107
C 3.22047 4.30080 5.97353 0.1972 0.1753 0.0778 -0.526
O 3.66116 4.01168 4.73264 -0.1908 -0.2095 -0.1209 -0.009
C 4.04081 5.00222 3.77434 0.1526 0.1830 -0.0812 -0.234
C 5.49121 5.40893 3.92906 0.0430 -0.0363 0.1487 -0.064
C 3.40097 5.70001 6.51739 -0.3589 0.1345 -0.1696 0.014
H 3.36560 5.85769 3.81453 -0.0009 0.0158 0.0721 0.113
H 3.89069 4.53276 2.80378 -0.0451 -0.1216 0.0502 0.124
H 5.67733 5.87727 4.89570 -0.0319 0.0740 -0.0199 0.067
H 5.77581 6.11114 3.14523 -0.0138 -0.0027 -0.0128 0.081
H 6.13503 4.53236 3.86381 -0.0126 -0.0190 -0.0694 0.084
H 4.36690 5.76365 7.01618 0.0307 0.0053 -0.0267 0.094
H 2.61570 5.88205 7.24560 0.0622 -0.1246 0.1200 0.090
H 3.32770 6.48030 5.76361 0.1782 -0.0217 -0.0342 0.071
```
Positions in Å, forces in eV/Å.

HOMO level = -9.58 eV
HOMO-LUMO gap = 8.0 eV
net charge = 0
DFT total energy = -2720.71371 hartree



No. 4
Molecular formula: C16H34N2O10
Method: DFT, wB97M-V/def2-TZVPD

```
62
Properties=species:S:1:pos:R:3:forces:R:3:lowdin_charge:R:1
C 1.03096 4.13735 -1.03519 0.0215 -0.3451 1.1532 -0.024
C 0.08999 3.04030 -1.52893 -0.5703 1.6690 0.1869 -0.252
C -0.61536 2.32781 -0.34430 1.7820 -0.5192 -0.7476 -0.088
O -1.98904 2.36433 -0.69115 -0.2007 -0.2418 0.4367 0.037
C -2.19193 3.24119 -1.69922 -0.5323 -0.0780 -0.6510 -0.586
O -3.26392 3.51220 -2.16111 0.2955 -0.2184 0.5047 0.147
O -1.03785 3.69600 -2.16250 0.0878 0.4598 -0.2255 0.081
H 1.82562 3.66744 -0.44372 0.3327 -0.0070 -0.5600 0.092
H 0.54635 4.73521 -0.25477 -0.4453 -0.0505 -0.2878 0.088
H 1.40660 4.85788 -1.75511 0.1348 -0.4395 -0.3701 0.085
H 0.49162 2.45075 -2.35414 0.3254 -0.4721 0.6136 0.158
H -0.37949 2.82821 0.59639 -0.5119 0.2735 -0.0282 0.134
H -0.19526 1.32254 -0.24761 -0.6443 -0.2034 -0.0902 0.113
C -3.82113 -1.14284 -3.49502 -0.4626 -0.1127 0.1335 -0.010
C -3.42584 -0.31108 -2.28549 0.3682 -0.5478 -0.3368 -0.294
C -4.55498 -0.02561 -1.30452 0.3847 0.2881 0.0048 -0.078
O -4.30563 -0.90147 -0.20325 0.6537 -0.0895 0.0699 0.052
C -3.05495 -1.46543 -0.33290 -2.1311 -0.1370 -0.7240 -0.584
O -2.63688 -2.29735 0.39459 0.7030 -0.0527 0.6759 0.162
O -2.51543 -1.08502 -1.48697 1.0183 0.1749 -0.0993 0.054
H -4.75450 -0.74726 -3.90079 0.1854 0.1389 -0.2653 0.088
H -4.04801 -2.17157 -3.20435 0.0472 0.0431 0.2055 0.097
H -3.05594 -1.19287 -4.26630 0.0371 0.2022 0.0161 0.081
H -2.88382 0.58653 -2.57606 -0.1863 0.0884 -0.0245 0.139
H -5.51760 -0.26153 -1.74847 -0.1639 0.1243 0.2201 0.134
H -4.47092 1.00952 -0.97522 -0.3979 -0.0050 0.1098 0.126
C -0.22302 -4.02792 -2.01297 0.5288 -0.9053 -0.1543 -0.053
N 0.75481 -2.97754 -2.27231 -0.7350 0.2818 0.7289 -0.182
C 0.38139 -1.88139 -3.14918 1.4243 0.0607 -0.3630 -0.041
C 1.96052 -3.00018 -1.63815 -0.5747 0.5728 0.0793 -0.357
O 2.84086 -2.17833 -1.79705 0.0931 -0.2384 -0.0393 0.016
H -0.28899 -4.32404 -0.96475 0.0885 0.3279 0.0815 0.087
H 0.10269 -4.92157 -2.55738 -0.2961 -0.0611 -0.0293 0.087
H -1.22847 -3.78605 -2.34243 0.1062 0.4184 -0.0523 0.081
H 0.03290 -2.29981 -4.09045 -0.3072 0.1921 -0.0789 0.091
H -0.28345 -1.12295 -2.73819 -0.4100 -0.4856 0.2931 0.074
H 1.31268 -1.34455 -3.34292 -0.0337 -0.0581 -0.2093 0.085
H 2.00858 -3.78386 -0.85856 0.1493 -0.1828 -0.2989 0.144
C 5.89191 0.91694 4.02612 0.1078 0.1763 0.3903 -0.075
N 4.79604 -0.02350 3.88371 -0.0726 0.8808 -0.2160 -0.196
C 4.02998 0.18593 2.65441 -0.1650 -1.0562 0.6037 -0.027
C 4.57764 -0.98989 4.79226 0.3699 -0.4102 0.0344 -0.361
O 3.73214 -1.85969 4.75648 -0.1201 0.2656 -0.0859 0.015
H 6.37654 1.03652 3.05852 0.1450 0.0363 0.0268 0.087
H 6.63287 0.61220 4.76576 -0.0522 -0.4333 -0.1395 0.082
H 5.57111 1.90040 4.38438 -0.2926 0.0381 -0.2812 0.087
H 4.62934 -0.25460 1.85784 -0.1229 0.6249 -0.4826 0.102
H 3.09046 -0.36272 2.65151 0.0854 -0.1290 0.3542 0.064
H 3.77727 1.23950 2.56731 0.3203 0.0828 -0.3792 0.091
H 5.35063 -0.93406 5.58408 -0.2118 -0.0926 0.1249 0.131
C 0.47282 -0.53631 1.61165 0.9692 -0.3586 -1.7137 -0.105
O 1.22255 -0.54866 0.36269 0.0221 0.6879 0.1415 -0.157
H -0.57230 -0.53921 1.31286 -0.2494 -0.2582 0.7764 0.054
H 0.84655 -1.41355 2.13510 -0.7204 0.0876 0.6916 0.091
H 0.74135 0.38563 2.11711 -0.1183 -0.0347 0.1799 0.075
H 1.16519 -1.42524 -0.02558 -0.0100 0.0586 0.0397 0.034
C -2.90804 0.77558 2.23007 0.6240 -0.1175 0.3733 -0.139
O -1.96346 1.19248 3.23570 -0.5207 0.3415 -0.3722 -0.123
H -2.93585 -0.30889 2.29357 -0.2115 -0.0046 -0.1314 0.078
H -3.89712 1.20064 2.40243 -0.0704 -0.1104 0.0499 0.089
H -2.55883 1.08408 1.24355 -0.1174 -0.0948 -0.0915 0.051
H -2.11197 2.13937 3.32885 0.2474 -0.0451 0.2288 0.071
```
Positions in Å, forces in eV/Å.

energy above the lowest of the compared OMol25 structures with the same formula, charge and spin = 0.0 kcal/mol
HOMO level = -9.24 eV
SMILES string = C[C@H]1COC(=O)O1.C[C@H]1COC(=O)O1.CN(C)C=O.CN(C)C=O.CO.CO
HOMO-LUMO gap = 9.7 eV
net charge = 0
DFT total energy = -1491.93895 hartree